(i)
This record from the Open Molecules 2025 dataset describes the molecule C7H12O3. The level of theory is ωB97M-V/def2-TZVPD.

**Structure (SMILES)**: CCOC[C@@H]1CCOC1=O
**Lowest unoccupied orbital energy**: 0.8 eV
**E_HOMO**: -10.07 eV
**Frontier orbital gap**: 0.398 hartree
**Multiplicity**: 1

Last column: Mulliken charge in e.
CARTESIAN COORDINATES (ANGSTROEM)
C1 2.898 0.178 -0.066  -1.171
C2 1.920 0.809 0.929  -0.108
O1 1.019 1.730 0.340  -0.425
C3 0.113 1.157 -0.578  -0.747
C4 -0.911 0.219 0.061  0.485
C5 -0.953 -1.244 -0.380  -0.622
C6 -2.333 -1.625 0.160  -0.487
O2 -3.147 -0.467 -0.120  -0.357
C7 -2.350 0.630 -0.229  0.251
O3 -2.790 1.693 -0.548  -0.570
H1 3.819 -0.104 0.459  0.398
H2 2.505 -0.734 -0.531  0.258
H3 3.168 0.891 -0.849  0.300
H4 2.472 1.380 1.684  0.380
H5 1.376 0.015 1.465  0.210
H6 -0.417 1.993 -1.046  0.345
H7 0.651 0.616 -1.371  0.350
H8 -0.841 0.242 1.158  0.205
H9 -0.123 -1.843 0.000  0.312
H10 -0.985 -1.280 -1.477  0.372
H11 -2.795 -2.494 -0.310  0.357
H12 -2.297 -1.763 1.251  0.265

(ii)
This record from the Open Molecules 2025 dataset describes a cluster of 2 separate species, C7H12O3 in total. The level of theory is ωB97M-V/def2-TZVPD.

**Lowest unoccupied orbital energy**: 0.5 eV
**E_HOMO**: -8.40 eV
**Frontier orbital gap**: 0.328 hartree
**Multiplicity**: 1

Last column: Mulliken charge in e.
CARTESIAN COORDINATES (ANGSTROEM)
C1 -0.798 -0.019 0.544  1.751
C2 -1.469 1.320 0.230  -1.801
C3 -0.454 -0.085 2.032  -1.816
C4 1.221 -1.568 -0.067  -1.710
C5 -0.363 -0.678 -2.178  -0.063
C6 0.544 -0.241 -0.292  0.599
C7 1.260 0.795 -0.774  -0.297
O1 -1.701 -1.080 0.297  -0.565
O2 2.536 0.618 -1.234  -0.476
O3 -0.842 0.142 -2.819  -0.237
H1 -1.682 -1.283 -0.650  0.454
H2 2.787 1.339 -1.820  0.352
H3 0.837 1.781 -0.908  0.348
H4 -2.371 1.413 0.830  0.464
H5 -1.754 1.386 -0.817  0.262
H6 -0.813 2.148 0.477  0.383
H7 -0.032 -1.054 2.282  0.363
H8 -1.368 0.042 2.613  0.478
H9 0.261 0.695 2.287  0.336
H10 1.801 -1.840 -0.952  0.484
H11 1.922 -1.494 0.772  0.351
H12 0.477 -2.337 0.148  0.340

Most stable structure: (i)

(i)
This record from the Open Molecules 2025 dataset describes the molecule C3H9NS. The level of theory is ωB97M-V/def2-TZVPD.

**Structure (SMILES)**: CCSNC
**Lowest unoccupied orbital energy**: 1.0 eV
**E_HOMO**: -8.61 eV
**Frontier orbital gap**: 0.352 hartree
**Multiplicity**: 1

Last column: Mulliken charge in e.
CARTESIAN COORDINATES (ANGSTROEM)
C1 -0.723 0.115 1.619  -1.030
C2 -0.130 1.387 1.103  -0.271
S1 -0.475 1.537 -0.656  -0.077
N1 0.466 -0.035 -1.058  -0.439
C3 0.444 -1.434 -1.842  -0.681
H1 -0.535 0.178 2.685  0.344
H2 -1.719 -0.131 1.201  0.313
H3 -0.160 -0.701 1.148  0.240
H4 1.013 1.438 1.185  0.246
H5 -0.623 2.308 1.686  0.286
H6 1.169 0.492 -1.440  0.257
H7 1.485 -1.776 -1.639  0.281
H8 0.036 -1.373 -2.784  0.305
H9 -0.248 -2.004 -1.209  0.228

(ii)
This record from the Open Molecules 2025 dataset describes a cluster of 2 separate species, C3H9NS in total. The level of theory is ωB97M-V/def2-TZVPD.

**Lowest unoccupied orbital energy**: -3.1 eV
**E_HOMO**: -9.25 eV
**Frontier orbital gap**: 0.228 hartree
**Multiplicity**: 1

Last column: Mulliken charge in e.
CARTESIAN COORDINATES (ANGSTROEM)
C1 1.606 -0.280 -0.503  -1.320
C2 0.152 -0.300 0.083  0.316
C3 -0.851 0.315 -0.883  -0.818
S1 -3.017 -0.117 1.104  -0.168
N1 0.222 0.326 1.403  -0.615
H1 2.007 0.726 -0.603  0.319
H2 1.721 -0.810 -1.453  0.366
H3 2.139 -0.814 0.278  0.341
H4 -0.150 -1.334 0.273  0.299
H5 -0.670 1.386 -0.933  0.385
H6 -0.749 -0.138 -1.869  0.348
H7 -1.879 0.148 -0.463  -0.022
H8 -0.304 1.194 1.504  0.247
H9 -0.227 -0.302 2.062  0.324

Most stable structure: (i)

(i)
This record from the Open Molecules 2025 dataset describes the molecule C3H9NS. The level of theory is ωB97M-V/def2-TZVPD.

**Structure (SMILES)**: CNCCS
**Lowest unoccupied orbital energy**: 1.0 eV
**E_HOMO**: -8.32 eV
**Frontier orbital gap**: 0.344 hartree
**Multiplicity**: 1

Last column: Mulliken charge in e.
CARTESIAN COORDINATES (ANGSTROEM)
C1 -1.720 -1.061 -0.890  -0.873
N1 -0.847 0.018 -0.506  -0.194
C2 0.451 -0.175 0.085  -0.383
C3 1.027 1.165 0.471  -0.777
S1 2.664 1.042 1.277  -0.218
H1 -1.584 -1.375 -1.926  0.263
H2 -1.573 -1.911 -0.237  0.281
H3 -2.762 -0.760 -0.776  0.315
H4 -1.096 0.959 -0.739  0.201
H5 1.138 -0.675 -0.614  0.235
H6 0.381 -0.792 0.985  0.291
H7 0.379 1.706 1.144  0.401
H8 1.221 1.807 -0.386  0.356
H9 2.321 0.052 2.113  0.101

(ii)
This record from the Open Molecules 2025 dataset describes a cluster of 2 separate species, C3H9NS in total. The level of theory is ωB97M-V/def2-TZVPD.

**Lowest unoccupied orbital energy**: 0.2 eV
**E_HOMO**: -7.72 eV
**Frontier orbital gap**: 0.290 hartree
**Multiplicity**: 1

Last column: Mulliken charge in e.
CARTESIAN COORDINATES (ANGSTROEM)
C1 1.601 -1.191 0.391  -0.693
C2 3.159 0.994 0.331  -0.587
C3 -1.823 0.219 -0.936  -0.550
N1 -2.650 -0.388 0.093  -0.571
S1 2.671 -0.328 -0.521  0.162
H1 1.338 -0.901 1.388  0.275
H2 1.232 -2.103 -0.025  0.305
H3 3.830 1.666 -0.158  0.276
H4 2.816 1.189 1.326  0.239
H5 -2.364 -1.348 0.249  0.219
H6 -2.180 1.233 -1.119  0.302
H7 -0.753 0.266 -0.690  0.125
H8 -1.938 -0.356 -1.855  0.280
H9 -2.538 0.113 0.968  0.218

(iii)
This record from the Open Molecules 2025 dataset describes the molecule C3H9NS. The level of theory is ωB97M-V/def2-TZVPD.

**Structure (SMILES)**: CNCCS
**Lowest unoccupied orbital energy**: 1.0 eV
**E_HOMO**: -8.56 eV
**Frontier orbital gap**: 0.350 hartree
**Multiplicity**: 1

Last column: Mulliken charge in e.
CARTESIAN COORDINATES (ANGSTROEM)
C1 0.662 1.724 -1.276  -0.868
N1 -0.136 0.699 -0.687  -0.306
C2 0.249 -0.070 0.501  -0.366
C3 -0.860 -1.120 0.654  -0.808
S1 -0.747 -1.879 2.380  -0.230
H1 0.917 2.506 -0.554  0.270
H2 1.628 1.312 -1.662  0.299
H3 0.201 2.233 -2.121  0.308
H4 -0.508 0.060 -1.364  0.200
H5 0.339 0.619 1.340  0.368
H6 1.217 -0.559 0.290  0.255
H7 -0.829 -1.844 -0.152  0.407
H8 -1.820 -0.608 0.680  0.353
H9 -0.314 -3.073 1.970  0.120

(iv)
This record from the Open Molecules 2025 dataset describes a cluster of 2 separate species, C3H9NS in total. The level of theory is ωB97M-V/def2-TZVPD.

**Lowest unoccupied orbital energy**: -0.2 eV
**E_HOMO**: -7.35 eV
**Frontier orbital gap**: 0.262 hartree
**Multiplicity**: 1

Last column: Mulliken charge in e.
CARTESIAN COORDINATES (ANGSTROEM)
C1 0.104 2.425 -2.119  -0.727
S1 0.013 0.768 -1.131  -0.350
H1 -0.090 2.463 -3.154  0.299
H2 1.182 2.774 -1.898  0.190
H3 -0.655 3.193 -1.630  0.196
C2 -0.146 -2.363 1.116  -0.813
C3 0.351 0.030 1.254  -0.699
N1 -0.521 -0.982 1.121  -0.114
H4 0.355 -2.786 1.966  0.330
H5 -1.094 -2.849 1.042  0.301
H6 0.667 -2.545 0.399  0.284
H7 1.364 -0.248 0.867  0.368
H8 -0.032 1.063 1.372  0.411
H9 -1.498 -0.943 0.793  0.323

Most stable structure: (i)

(i)
This record from the Open Molecules 2025 dataset describes the molecule C3H9NS. The level of theory is ωB97M-V/def2-TZVPD.

**Structure (SMILES)**: NCCCS
**Lowest unoccupied orbital energy**: 1.0 eV
**E_HOMO**: -8.91 eV
**Frontier orbital gap**: 0.366 hartree
**Multiplicity**: 1

Last column: Mulliken charge in e.
CARTESIAN COORDINATES (ANGSTROEM)
N1 2.281 0.038 0.302  -0.638
C1 0.982 -0.517 -0.354  -0.348
C2 -0.160 0.061 0.424  -0.609
C3 -1.582 0.003 -0.429  -0.635
S1 -2.991 0.659 0.366  -0.206
H1 2.345 -0.258 1.329  0.211
H2 3.200 -0.212 -0.278  0.226
H3 1.028 -1.605 -0.270  0.235
H4 1.068 -0.288 -1.475  0.330
H5 -0.021 1.102 0.663  0.396
H6 -0.364 -0.439 1.403  0.317
H7 -1.291 0.565 -1.393  0.301
H8 -1.791 -1.038 -0.699  0.321
H9 -2.704 1.928 0.412  0.100

(ii)
This record from the Open Molecules 2025 dataset describes a cluster of 2 separate species, C3H9NS in total. The level of theory is ωB97M-V/def2-TZVPD.

**Structure (SMILES)**: C=N.CCS
**Lowest unoccupied orbital energy**: 0.9 eV
**E_HOMO**: -8.90 eV
**Frontier orbital gap**: 0.362 hartree
**Multiplicity**: 1

Last column: Mulliken charge in e.
CARTESIAN COORDINATES (ANGSTROEM)
C1 -0.673 -4.020 1.467  -0.275
N1 0.489 -4.511 1.604  -0.462
H1 -1.371 -3.907 2.299  0.238
H2 -0.841 -3.538 0.506  0.261
H3 0.498 -5.138 2.411  0.238
C2 0.010 0.568 0.162  -1.021
C3 0.404 1.350 -1.074  -0.410
S1 -0.191 3.102 -0.964  -0.256
H4 -1.036 0.290 0.221  0.317
H5 0.295 1.040 1.104  0.345
H6 0.676 -0.293 0.056  0.274
H7 0.145 0.871 -2.016  0.348
H8 1.475 1.545 -1.134  0.291
H9 0.323 3.594 -2.099  0.112

Most stable structure: (i)